# C3H12N3P

An isolated molecule of C3H12N3P (ωB97M-V/def2-TZVPD, the OMol25 dataset).

The geometry in XYZ format:
```
19
Properties=species:S:1:pos:R:3:forces:R:3
C -1.65508 0.94066 1.08786 2.679 0.536 0.520
C -1.79020 -0.16223 -0.97887 -1.373 0.034 -0.133
C 1.10203 -1.74051 -0.66086 -0.504 3.375 0.136
N 2.63421 0.46570 0.96553 2.875 1.374 -1.181
N -1.05672 -0.02636 0.21871 1.782 -1.561 -0.187
N 1.25541 0.81350 0.92589 0.202 0.211 -0.529
P 0.59752 0.01703 -0.23093 -2.651 0.155 -0.330
H -1.86724 1.73308 0.43993 -0.798 2.035 -0.580
H -2.53414 0.63202 1.57791 -1.032 -0.842 0.532
H -0.88354 1.27881 1.79651 -0.517 -0.120 -0.041
H -1.76427 0.78119 -1.53871 0.105 -0.213 -0.646
H -1.42534 -1.04082 -1.49355 -0.218 0.023 -0.740
H -2.82747 -0.28604 -0.69645 -0.451 -0.450 -0.256
H 0.82025 -1.99602 -1.62912 -0.621 -0.335 -1.745
H 0.64137 -2.34956 0.03426 -0.635 -1.339 1.585
H 2.14270 -1.68266 -0.61056 1.789 -0.371 0.369
H 3.31448 1.15284 0.38308 -2.202 -1.492 1.683
H 2.78991 0.68370 1.92054 1.254 -0.001 0.848
H 0.50614 0.78567 -1.51118 0.316 -1.019 0.694
```
Forces are in eV/Å.

Calculated values
Kohn-Sham gap: 8.67 eV
SMILES string: CN(C)[P@H](C)=NN
Multiplicity: 1
Electronic energy: -17061.7696 eV
Net charge: 0

# C3H12N4

A cluster of 2 separate species, C3H12N4 in total (ωB97M-V/def2-TZVPD, the OMol25 dataset).

The geometry in XYZ format:
```
19
Properties=species:S:1:pos:R:3:forces:R:3
C 1.46936 -0.28538 -0.45627 -0.088 0.273 -0.015
C -0.42870 -0.88028 -1.79782 -0.094 0.430 0.053
C 1.93849 0.46188 0.78467 -0.110 -0.170 -0.192
N -1.59025 0.60725 1.72907 0.409 1.962 -0.848
N 0.02503 -0.26849 -0.57250 -0.832 2.261 1.066
N -1.28654 1.58065 0.94190 -1.036 -1.446 1.459
N -2.35478 -0.30728 1.17793 -0.067 -0.158 -0.341
H -0.45422 0.75446 -0.23745 1.635 -3.372 -1.761
H -0.75986 2.26222 1.48790 -0.007 -0.229 0.188
H -2.46937 -0.30168 0.16262 0.146 0.096 0.324
H -2.32749 -1.20829 1.63325 0.035 0.253 0.010
H 1.95860 0.15146 -1.34729 0.017 -0.047 0.053
H 1.79758 -1.33290 -0.40407 0.008 0.068 -0.016
H -0.06111 -1.91023 -1.86018 -0.021 0.018 0.061
H -0.08691 -0.36105 -2.70833 -0.075 -0.027 -0.026
H -1.52050 -0.91709 -1.81182 -0.023 -0.012 -0.149
H 1.67338 1.51650 0.71332 0.040 0.093 0.006
H 1.45838 0.05436 1.67310 0.024 -0.028 0.080
H 3.01891 0.38389 0.89197 0.040 0.034 0.050
```
Forces are in eV/Å.

Calculated values
Kohn-Sham gap: 9.04 eV
SMILES string: [H]/N=N/N.CCNC
Multiplicity: 1
Electronic energy: -9263.4987 eV
Net charge: 0

# C3H12N4

A cluster of 2 separate species, C3H12N4 in total (ωB97M-V/def2-TZVPD, the OMol25 dataset).

The geometry in XYZ format:
```
19
Properties=species:S:1:pos:R:3:forces:R:3
C -0.32064 0.23986 -0.66089 1.063 -0.750 1.070
C 0.97444 0.43933 -0.65673 -1.317 0.812 0.792
C -1.10309 0.39437 0.61735 0.423 1.420 -2.146
N 2.14634 0.57404 -0.46312 2.115 1.146 0.944
N -2.16908 -0.36326 0.90032 -2.552 -2.219 -1.501
N 2.47811 -1.91227 -0.06561 0.783 -0.812 -0.144
N -1.63235 2.02341 0.26825 0.635 1.659 3.376
H -0.72185 0.15836 -1.60212 -1.511 -0.276 -2.037
H -0.35099 0.65839 1.32529 -0.241 -0.347 1.457
H 3.22110 -2.57663 -0.30541 0.047 0.329 -0.933
H 2.65235 1.43701 -0.17665 -0.678 -0.379 -0.956
H -2.59119 -0.44865 1.84287 0.675 0.228 -0.998
H -2.79750 -0.80582 0.07674 2.179 1.449 2.685
H 2.33465 -2.21686 0.86846 -1.116 -0.380 1.364
H 2.80507 -0.90295 0.02485 -0.414 -0.786 -0.957
H 1.62508 -2.01339 -0.66586 1.053 0.042 0.703
H -1.32956 2.68944 1.09565 -0.983 -1.489 -2.030
H -1.27539 2.43358 -0.56909 0.424 0.276 -0.811
H -2.63905 2.02637 0.21489 -0.585 0.077 0.121
```
Forces are in eV/Å.

Calculated values
Kohn-Sham gap: 10.74 eV
Multiplicity: 1
Electronic energy: -9247.5972 eV
Net charge: +2

# C3H12N4

The ion C3H12N4 with charge +2 (ωB97M-V/def2-TZVPD, the OMol25 dataset).

The geometry in XYZ format:
```
19
Properties=species:S:1:pos:R:3:forces:R:3
C -0.62158 1.00647 -0.74569 -1.130 -1.438 0.661
C -1.48020 0.67691 0.57131 2.400 3.345 -1.080
C 0.16807 -0.37200 -0.78316 2.859 3.772 3.349
N -0.68977 -1.30868 -0.32547 -3.007 -3.653 -0.571
N 1.30444 -0.35551 0.59161 -4.142 0.294 -1.875
N -1.85653 -0.70608 0.39393 0.684 -1.067 -0.440
N 2.48794 0.26874 0.23279 2.316 -2.956 2.234
H -1.14331 1.18463 -1.71282 -0.010 -0.508 0.674
H -0.19285 1.96029 -0.49128 1.132 0.092 -0.169
H -0.63071 0.84102 1.28382 -1.325 -1.023 0.161
H -2.23441 1.45324 0.79101 -0.263 -1.077 -0.226
H 0.94590 -0.51652 -1.51220 -0.918 -0.813 -1.146
H -1.02373 -2.10255 -0.94151 0.670 1.238 0.924
H 1.36808 -1.29823 0.96058 0.671 -0.140 -0.334
H -1.99053 -1.22976 1.28739 -0.047 0.308 -0.725
H -2.67940 -0.77716 -0.22126 -0.095 -0.088 0.416
H 2.85899 0.53256 1.16104 0.830 0.330 -0.692
H 2.22938 1.06735 -0.24108 -0.187 2.547 -1.539
H 3.18020 -0.32473 -0.29903 -0.439 0.835 0.377
```
Forces are in eV/Å.

Calculated values
Kohn-Sham gap: 11.64 eV
SMILES string: [NH3+]N[C@@H]1CC[NH2+]N1
Multiplicity: 1
Electronic energy: -9245.1896 eV
Net charge: +2

# C3H12N6

The ion C3H12N6 with charge +2 (ωB97M-V/def2-TZVPD, the OMol25 dataset).

The geometry in XYZ format:
```
21
Properties=species:S:1:pos:R:3:forces:R:3
C 0.11470 -1.12270 -0.14498 0.183 2.033 0.331
C -0.35211 0.88609 1.13122 -1.024 -0.451 -3.155
C -0.17159 0.03600 -1.10526 -1.951 -0.357 -0.801
N 0.64973 -2.13895 -0.56544 0.141 -1.777 -0.874
N -0.16433 -0.55976 1.09297 -0.807 -0.257 1.873
N 0.00166 1.23201 -0.34668 0.774 -2.588 1.926
N 0.81765 -0.13313 -2.29660 -0.245 1.829 -0.885
N -0.26890 -1.23872 2.39977 -0.373 1.249 -1.050
N -0.37881 2.39616 -0.93024 2.949 2.301 0.572
H -1.37874 1.16029 1.44676 0.394 0.062 -0.376
H 0.39346 1.32483 1.69865 1.288 1.073 1.479
H -1.27097 -0.06645 -1.44057 1.695 -0.055 -0.367
H 0.83706 -2.94616 -0.00041 0.191 -0.296 0.448
H 0.81214 -1.05373 -2.72897 0.320 -1.178 1.234
H 1.77190 0.14359 -1.90473 -1.254 -0.464 -1.175
H 0.60238 -1.76575 2.56879 -0.337 0.015 0.358
H -1.12342 -1.84235 2.43430 0.734 0.208 0.027
H -0.40205 -0.45833 3.11890 0.424 -1.337 -0.798
H 0.22026 3.14923 -0.46824 -0.866 -1.037 -1.358
H -1.28600 2.66003 -0.71594 -2.613 0.391 0.280
H 0.57598 0.33781 -3.24331 0.375 0.634 2.313
```
Forces are in eV/Å.

Calculated values
Kohn-Sham gap: 10.10 eV
SMILES string: [H]/N=C1/[C@H]([NH3+])N(N)CN1[NH3+]
Multiplicity: 1
Electronic energy: -12226.0075 eV
Net charge: +2

# C3H12NO

A cluster of 2 separate species, C3H12NO in total (ωB97M-V/def2-TZVPD, the OMol25 dataset).

The geometry in XYZ format:
```
17
Properties=species:S:1:pos:R:3:forces:R:3
C 0.36197 2.26506 -0.05972 4.346 -2.970 1.172
C 0.79279 0.66844 0.00709 -3.409 1.006 0.461
N -0.41891 -0.04697 -0.68248 2.001 -1.072 -0.185
C 0.06087 -1.48019 -1.16746 0.442 1.654 3.277
H 0.67233 2.60727 -1.04021 -0.619 0.333 -0.104
H 1.01853 2.71318 0.71688 -0.475 0.220 -0.530
H -0.62497 2.31738 0.26141 -1.794 0.421 0.047
H 0.80648 0.17627 1.06436 0.172 1.127 -1.940
H 1.54495 0.30856 -0.64981 1.408 0.581 -0.048
H -1.11422 -0.15201 0.09872 -0.523 -0.146 -0.261
H -0.86445 0.48110 -1.48015 0.581 -0.266 0.727
H 0.14315 -1.48921 -2.18928 -1.014 -0.293 -2.532
H 1.11138 -1.73183 -0.88849 -0.822 0.683 0.566
H -0.61241 -2.05174 -0.55400 -0.321 -1.190 -0.705
H -1.45706 -0.93771 2.21311 0.316 0.229 -0.655
H -0.71508 -2.19248 2.51380 0.421 0.589 -1.027
O -0.70536 -1.45510 1.83620 -0.709 -0.905 1.738
```
Forces are in eV/Å.

Calculated values
Kohn-Sham gap (spin up / spin down): 4.00 / 12.15 eV
Multiplicity: 2
Electronic energy: -6838.5071 eV
⟨S²⟩: 0.75
Net charge: 0

# C3H12NO

A cluster of 2 separate species, C3H12NO in total (ωB97M-V/def2-TZVPD, the OMol25 dataset).

The geometry in XYZ format:
```
17
Properties=species:S:1:pos:R:3:forces:R:3
C -2.10897 1.45585 -1.45737 0.279 -0.154 -0.587
N -0.70349 0.98263 -1.23042 -0.250 -0.061 0.094
H -2.10997 2.20957 -2.23355 0.040 0.165 -0.051
H -2.46630 1.86974 -0.53123 -0.263 0.065 0.234
H -2.70499 0.62073 -1.81125 -0.085 -0.054 0.277
H -0.39007 0.31254 -1.93909 -0.057 0.243 0.053
H -0.05751 1.77202 -1.22103 0.068 -0.118 0.049
H -0.63538 0.47820 -0.31612 0.520 -0.089 -0.118
C 0.90837 -1.31085 1.56186 0.368 0.333 0.180
O -0.18034 -0.78499 0.78244 -0.647 0.254 -0.369
C 2.19412 -0.88499 0.89635 0.200 0.389 0.080
H 0.82925 -2.38583 1.61029 -0.066 -0.386 -0.054
H 0.85255 -0.91554 2.57714 -0.045 0.022 -0.005
H -1.02751 -1.13284 1.08208 0.186 -0.226 0.275
H 2.26561 0.21385 0.86485 -0.102 -0.290 -0.097
H 2.27593 -1.28965 -0.11689 0.017 0.040 0.154
H 3.05869 -1.21043 1.48194 -0.163 -0.132 -0.114
```
Forces are in eV/Å.

Calculated values
Kohn-Sham gap: 11.33 eV
Multiplicity: 1
Electronic energy: -6836.7124 eV
Net charge: +1

# C3H12NO2

A cluster of 3 separate species, C3H12NO2 in total (ωB97M-V/def2-TZVPD, the OMol25 dataset).

The geometry in XYZ format:
```
18
Properties=species:S:1:pos:R:3:forces:R:3
C -2.05257 -1.28157 -1.78981 0.252 -1.054 -0.619
C -1.07167 -0.22176 -1.44383 0.664 -1.616 1.184
C -0.87559 0.94150 -2.14781 -1.427 1.130 -3.203
N -0.31624 -0.50248 -0.09644 -2.497 0.311 0.236
H -2.52355 -1.12697 -2.75530 0.283 0.751 -0.358
H -2.95080 -1.31942 -1.17295 -0.194 -0.262 0.842
H -1.68873 -2.33918 -1.97656 -0.013 0.804 0.763
H -0.27461 1.77316 -2.01349 1.519 1.094 1.308
H -1.31369 1.14974 -3.20406 0.301 -1.208 1.948
H -1.07074 -0.99058 0.52932 2.045 0.529 -1.243
H 0.54764 -1.05165 -0.19700 -0.572 -0.360 0.047
H 0.00145 0.32487 0.50562 -0.617 -0.496 -1.179
H 1.83669 1.27301 1.38833 -0.709 -0.302 -0.445
H 0.76491 1.87165 2.14912 -0.895 0.960 1.568
O 0.87157 1.45128 1.32381 1.769 -0.302 -0.832
H 1.93041 -0.55721 3.52100 0.512 -0.009 0.075
H 3.46732 -0.40699 3.14135 -0.302 -0.136 0.364
O 2.56423 -0.41530 2.80725 -0.117 0.165 -0.458
```
Forces are in eV/Å.

Calculated values
Kohn-Sham gap (spin up / spin down): 2.70 / 7.23 eV
Multiplicity: 2
Electronic energy: -8885.8359 eV
⟨S²⟩: 0.75
Net charge: 0

# C3H12NO2

A cluster of 2 separate species, C3H12NO2 in total (ωB97M-V/def2-TZVPD, the OMol25 dataset).

The geometry in XYZ format:
```
18
Properties=species:S:1:pos:R:3:forces:R:3
C -0.88399 2.32443 0.18089 -0.412 1.423 -0.929
O -0.73721 2.49331 -1.31426 -0.004 -4.077 3.335
C -0.88744 0.85115 0.56576 1.243 0.464 -4.804
C -1.11285 0.49888 1.94748 -1.664 -2.296 0.943
N 0.49013 0.21992 -0.13221 -0.810 0.370 1.149
H -1.86099 2.71136 0.50569 -0.147 -0.350 -0.344
H -0.22719 3.03603 0.71958 0.464 -0.889 -0.280
H -0.73425 3.39371 -1.44825 0.038 3.257 -0.720
H -1.55706 0.43642 -0.18927 -0.519 -0.259 0.612
H -2.26262 0.33343 2.03511 1.897 1.190 0.498
H -0.82373 -0.55121 2.14857 0.282 0.443 -0.121
H -0.56091 1.14614 2.61907 -0.622 0.163 0.464
H 0.39130 -0.66042 -0.62893 -0.673 -0.257 0.046
H 1.12431 0.00797 0.63511 0.611 0.514 -0.284
H 0.81037 0.88026 -0.84730 0.322 0.270 0.425
H 3.62606 -5.34405 -2.19754 0.513 0.190 0.021
H 2.52081 -6.32986 -2.52134 0.088 1.514 0.804
O 2.68526 -5.44745 -2.07818 -0.607 -1.670 -0.815
```
Forces are in eV/Å.

Calculated values
Kohn-Sham gap: 10.23 eV
Multiplicity: 1
Electronic energy: -8883.0973 eV
Net charge: +1

# C3H12NO2

A cluster of 2 separate species, C3H12NO2 in total (ωB97M-V/def2-TZVPD, the OMol25 dataset).

The geometry in XYZ format:
```
18
Properties=species:S:1:pos:R:3:forces:R:3
C 0.97176 -0.88163 -1.09820 -0.597 -1.569 0.394
C -0.48278 -0.38340 -1.48713 1.536 0.755 -1.991
C -1.63029 -0.00457 -0.50955 1.751 -1.432 0.221
O -0.99337 0.48444 0.65696 -1.436 -0.738 -0.702
N 1.69194 0.10218 -0.19433 -0.621 0.215 -1.291
H 1.47798 -1.02841 -2.05988 0.140 0.513 0.306
H 1.08906 -1.87744 -0.59951 -0.641 0.815 -0.249
H -0.24415 0.36328 -2.29371 -0.695 -0.069 0.961
H -0.92554 -1.18054 -2.10201 -0.057 -0.151 0.221
H -2.36599 0.71844 -0.95159 0.291 -0.090 0.091
H -2.12087 -0.96700 -0.25531 -0.630 0.747 0.258
H -1.48952 0.07710 1.41303 0.561 0.524 0.786
H 1.38450 1.01422 -0.53512 0.235 0.425 0.475
H 2.72110 0.11659 -0.22973 -0.177 -0.493 0.110
H 1.32542 -0.07584 0.73723 0.510 0.335 0.339
H -0.61424 1.48079 3.68263 -0.188 -0.593 0.357
H 0.43995 1.28216 2.68117 0.132 -0.253 0.255
O -0.23494 0.75963 3.14505 -0.117 1.061 -0.539
```
Forces are in eV/Å.

Calculated values
Kohn-Sham gap (spin up / spin down): 12.36 / 5.02 eV
Multiplicity: 2
Electronic energy: -8868.9250 eV
⟨S²⟩: 0.75
Net charge: +2

Across the entries above, relative energy (zero: lowest compared OMol25 entry of this formula, charge and spin) takes the values 0.00, 64.70, 56.02, 111.54, 70.56, 43.91, 16.19, 73.00, 40.98, 43.38 kcal/mol, respectively.